No. 1
76
Properties=species:S:1:pos:R:3:forces:R:3:mulliken_charge:R:1 method="wB97M-V/def2-TZVPD" charge=-1 lumo_energy_ha=0.090 de_lowest_kj_mol=0.0 homo_lumo_gap_ev=6.80
O -1.2338 6.7130 -1.6696 0.704 -1.343 -0.339 -0.41
C -0.6815 5.6996 -1.6139 -0.853 2.188 1.267 0.34
Co 0.1603 4.1680 -1.4310 -1.140 0.803 -2.462 -0.69
C -1.0645 3.5188 -2.5137 -1.497 -1.647 0.178 0.13
O -1.9075 3.0270 -3.1387 1.338 0.921 0.481 -0.40
C 1.5600 4.3225 -2.5035 2.727 -0.147 -1.888 -0.14
O 2.4675 4.3268 -3.2140 -1.330 0.112 0.963 -0.35
C 0.3180 2.3343 -0.9126 -1.403 -2.311 0.906 1.99
C 1.4912 1.5820 -0.9800 0.127 -1.366 -2.289 -0.01
C 2.0652 0.5537 -1.6715 -0.411 0.990 0.696 0.17
C 3.5014 0.3418 -1.5983 0.916 -0.212 0.088 0.90
C 4.2317 -0.1130 -2.7294 -0.225 0.212 0.524 -0.64
C 5.6245 -0.0673 -2.7413 -0.083 -0.071 0.521 -0.55
C 6.3091 0.3994 -1.6072 -0.114 0.322 -0.190 -0.46
C 5.6057 0.8194 -0.4716 -0.241 -0.495 -0.286 -0.92
C 4.2152 0.7272 -0.4411 0.235 -0.237 -0.335 -0.37
Co 1.6027 3.0249 0.1759 1.133 2.434 1.534 0.24
C 0.8692 4.7874 0.2724 -0.269 -0.069 2.274 -0.16
O 0.7717 5.6850 1.0223 0.180 -0.412 -1.099 -0.52
C 3.2216 3.6294 -0.1139 2.060 0.227 -0.066 -0.05
O 4.2792 4.0620 -0.2722 -1.020 -0.269 0.081 -0.42
C 1.5957 2.7068 1.9175 -0.975 -0.125 0.946 0.12
O 1.5865 2.5240 3.0613 0.333 0.160 -1.159 -0.47
H -0.6099 1.8785 -0.5613 0.251 0.199 -0.171 -0.41
H 1.5064 -0.0230 -2.4078 0.261 0.356 -0.021 0.01
H 3.6697 -0.4707 -3.5973 0.216 0.205 0.199 0.37
H 6.1820 -0.3924 -3.6251 -0.198 0.104 0.318 0.35
H 7.3927 0.4832 -1.6247 -0.119 -0.055 -0.017 0.34
H 6.1313 1.2105 0.3976 -0.002 -0.178 -0.153 0.38
H 3.6607 0.9529 0.4740 0.192 0.139 -0.438 0.69
F -1.6530 1.0596 2.0535 -0.092 -0.749 -0.295 -0.55
C -1.8035 -0.2947 1.6244 -0.334 -0.019 0.843 3.43
C -2.0822 -1.1570 2.8675 -0.057 0.294 -0.401 -1.16
C -2.2984 -0.5801 4.1186 -0.014 -0.189 -0.172 -0.40
C -2.4846 -1.4025 5.2295 -0.026 -0.167 -0.163 -0.78
C -2.4503 -2.7929 5.0934 0.064 -0.067 0.040 -0.55
C -2.2448 -3.3748 3.8394 0.021 0.500 -0.275 -1.12
C -2.0755 -2.5491 2.7246 -0.195 -0.218 0.336 0.11
C -2.9472 -0.3509 0.6069 0.103 0.549 0.686 -0.44
C -4.0182 -1.2352 0.7434 0.181 -0.085 -0.491 -0.37
C -4.9140 -1.3836 -0.3176 0.094 0.110 0.193 -0.68
C -4.7472 -0.6446 -1.4874 0.108 0.019 -0.004 -0.80
C -3.7494 0.3322 -1.5573 -0.154 0.190 0.309 -0.45
C -2.9137 0.5475 -0.4624 -0.249 -0.238 -0.182 -0.62
C -0.4265 -0.6794 1.0181 0.364 0.363 -0.336 0.14
C 0.6761 -0.8520 2.0818 -0.134 0.435 0.250 -0.41
C 1.5875 -1.9392 1.5217 0.412 0.228 -0.310 -0.57
C 0.6668 -2.8144 0.6700 -0.329 -0.303 0.279 -0.72
N -0.4631 -1.9499 0.2851 -0.304 0.391 0.359 1.38
C -0.8863 -1.9783 -1.0520 0.726 0.064 -0.294 0.07
C -0.6728 -0.8829 -1.9010 -0.026 0.021 -0.369 0.17
C -0.7204 -1.0740 -3.2836 -0.168 -0.300 1.322 -0.30
N -1.0016 -2.2684 -3.7812 -1.105 -0.444 -1.235 -0.73
C -1.4492 -3.2482 -2.9892 0.521 0.349 0.553 -0.65
C -1.3810 -3.1712 -1.5967 0.069 0.474 -0.390 -0.68
H -2.3247 0.5052 4.2137 0.079 -0.317 -0.020 0.40
H -2.6600 -0.9406 6.1995 0.046 -0.191 -0.133 0.39
H -2.5828 -3.4337 5.9645 0.014 0.183 -0.140 0.37
H -2.2119 -4.4561 3.6923 -0.078 0.290 0.238 0.41
H -1.9630 -2.9769 1.7263 0.073 0.131 0.412 0.57
H -4.1414 -1.8168 1.6596 0.054 0.140 -0.460 0.46
H -5.7303 -2.0914 -0.2017 0.042 0.120 -0.179 0.41
H -5.4152 -0.7984 -2.3345 0.169 -0.001 0.183 0.39
H -3.6112 0.9373 -2.4530 -0.205 -0.071 0.228 0.43
H -2.2470 1.4147 -0.4207 -0.174 -0.624 -0.207 0.98
H -0.1187 0.1497 0.3509 -0.242 -0.340 0.414 -0.61
H 1.1843 0.1102 2.2436 -0.095 -0.445 -0.073 -0.24
H 0.2560 -1.1555 3.0520 0.121 0.044 -0.354 0.36
H 2.3632 -1.4823 0.8847 -0.235 -0.171 0.174 -0.03
H 2.0848 -2.5120 2.3143 -0.079 0.107 -0.212 0.48
H 1.1735 -3.2342 -0.2070 -0.174 0.142 0.071 0.35
H 0.2786 -3.6468 1.2735 0.162 -0.079 -0.072 0.39
H -0.3638 0.0782 -1.4994 -0.206 -0.376 -0.228 -0.15
H -0.5151 -0.2467 -3.9746 0.088 -0.436 0.216 0.44
H -1.8425 -4.1449 -3.4721 0.260 0.176 0.012 0.38
H -1.6820 -3.9863 -0.9423 0.112 0.072 -0.185 0.44

***

No. 2
32
Properties=species:S:1:pos:R:3:forces:R:3:mulliken_charge:R:1 method="wB97M-V/def2-TZVPD" charge=-1 lumo_energy_ha=0.116 de_lowest_kj_mol=163.0 homo_lumo_gap_ev=8.09
C 2.3483 -0.3593 0.0093 0.218 -0.315 0.778 -2.12
C 0.8730 0.0123 -0.0090 -0.338 -0.568 1.416 1.25
C 0.5705 0.8300 1.2724 -1.317 0.943 -0.936 -1.39
C -0.9147 1.3806 1.3215 2.091 0.755 -0.162 -0.42
O -0.8381 2.7660 1.6693 -0.772 -0.234 0.294 -0.64
N 0.4379 0.6188 -1.2829 0.264 -0.127 1.020 -0.06
C -0.3356 -0.3452 -2.1391 1.405 -0.214 -0.229 -0.43
O 0.3654 -1.4069 -2.5930 0.148 0.854 -0.300 -0.80
H 2.9767 0.5336 0.0833 0.015 0.216 -1.112 0.49
H 2.6940 -0.7958 0.9652 -0.748 -0.478 -0.234 0.39
H 2.5325 -1.0703 -0.8021 0.527 0.524 -0.031 0.47
H 0.2843 -0.9018 0.1090 0.263 -0.155 -0.159 -0.23
H 0.7909 0.3087 2.2008 0.240 -0.291 -0.146 0.56
H 1.2043 1.7287 1.2189 -0.113 -0.166 0.240 0.49
H -1.3674 1.1982 0.3485 -0.265 0.201 -0.075 0.35
H -1.5473 0.9743 2.0913 -0.162 -0.171 0.092 0.34
H -0.2515 3.1835 1.0380 0.065 0.177 -0.540 0.34
H 1.3061 0.8845 -1.7412 -0.200 -0.259 -0.523 0.38
H -1.1266 -0.7480 -1.5048 -0.648 0.949 -0.133 0.59
H -0.7168 0.3564 -2.9030 -0.383 -0.569 -0.262 0.33
H -1.4737 -2.6994 0.4385 -0.139 -0.201 -0.079 0.32
H -1.5681 -1.4770 -0.3769 -0.323 -0.006 0.041 -0.09
O -2.0873 -1.9712 0.2691 0.274 -0.239 0.337 -0.75
H -0.7494 -1.7374 2.7119 0.340 -0.386 -1.089 0.28
H -1.4820 -0.3536 2.8139 0.388 -1.126 0.049 0.18
O -1.2033 -1.1549 3.2933 -0.719 1.003 1.362 -0.67
H 0.6280 3.6537 -1.7189 -0.013 0.151 0.094 0.27
H 0.0149 2.2911 -1.2955 0.203 0.444 0.756 0.46
O 0.1326 3.2547 -0.9976 -0.130 -0.248 -0.528 -0.72
H 1.6253 -2.9576 -0.5693 -0.121 -0.377 0.037 0.26
H 0.6356 -2.3178 -1.6771 -0.101 -1.143 -0.202 0.37
O 0.8512 -3.2557 -1.0650 0.049 1.058 0.225 -0.78

***

No. 3
21
Properties=species:S:1:pos:R:3:forces:R:3:mulliken_charge:R:1 method="wB97M-V/def2-TZVPD" lumo_energy_ha=-0.009 de_lowest_kj_mol=390.2 homo_lumo_gap_ev=10.07 smiles=O.O.O.O.O.O.O
O 47.5480 28.5290 25.5930 -1.468 -1.220 -5.132 -0.55
H 47.5520 28.5760 26.4630 2.292 2.016 7.204 0.24
H 46.7630 27.9930 25.7610 -0.890 -0.806 -2.124 0.31
O 43.8500 30.0800 25.8260 -2.488 0.374 0.275 -0.67
H 42.8450 30.0940 26.0510 2.683 0.069 -0.731 0.32
H 43.9790 30.7240 25.1040 -0.408 -0.484 0.274 0.30
O 48.7120 30.8330 27.4610 -4.719 0.669 1.898 -0.64
H 47.7260 31.2750 27.3320 3.533 -1.227 -0.592 0.33
H 48.3840 30.3740 28.2960 1.393 0.415 -1.178 0.32
O 44.8640 31.8120 29.4210 -0.897 -2.551 -4.413 -0.62
H 44.7230 32.0820 28.4440 0.445 -0.990 2.215 0.30
H 44.9610 32.6230 29.7960 0.467 3.575 2.218 0.27
O 44.6080 28.9770 28.6810 -1.048 2.883 -0.905 -0.65
H 44.4750 29.8570 29.2370 0.473 -2.548 -1.935 0.39
H 44.3600 29.2160 27.7070 0.696 -0.390 2.782 0.29
O 46.3220 31.5290 26.2610 2.539 -5.068 -0.085 -0.53
H 45.8730 32.2780 26.2640 -2.925 5.811 0.075 0.26
H 45.6410 30.8560 26.1480 0.339 -0.418 0.187 0.34
O 46.0630 34.7760 27.6040 3.551 0.848 -3.884 -0.63
H 46.1050 34.8020 28.5110 -0.197 0.048 3.555 0.29
H 47.0630 35.0560 27.3940 -3.371 -1.005 0.293 0.35

***

No. 4
20
Properties=species:S:1:pos:R:3:forces:R:3:mulliken_charge:R:1 method="wB97M-V/def2-TZVPD" lumo_energy_ha=-0.052 homo_lumo_gap_ev=8.88 smiles="CCc1nnc(C(=O)NC(=O)F)nn1"
C -0.0868 2.7796 2.0082 -0.096 -0.186 0.133 -1.04
C -1.3128 2.0323 1.4113 0.247 0.117 0.312 -0.22
C -0.8885 0.7593 0.7107 -0.901 1.915 0.802 0.44
N -0.4334 -0.2063 1.5055 0.211 -0.826 -0.583 -0.28
N -0.0993 -1.3300 0.9039 -0.143 0.668 0.495 -0.32
C -0.2642 -1.3375 -0.4058 0.878 -1.198 -1.212 0.67
C 0.0696 -2.6689 -1.0930 0.998 1.558 -0.237 0.12
O -0.6649 -3.5578 -0.9531 -1.824 -2.466 0.625 -0.40
N 1.2693 -2.8280 -1.8705 -0.888 0.684 -0.617 -0.21
C 1.6764 -1.6867 -2.5782 -0.048 -0.862 0.416 0.63
O 2.5817 -1.0261 -2.2727 2.376 1.558 0.654 -0.44
F 1.0105 -1.3997 -3.6692 -1.151 -0.560 -0.407 -0.21
N -0.6751 -0.3752 -1.2082 -0.048 0.715 0.361 -0.11
N -1.0122 0.7544 -0.6125 0.207 -0.893 -0.294 -0.41
H 0.0143 2.5305 3.0688 0.090 0.062 -0.192 0.28
H 0.8466 2.4866 1.5138 -0.197 0.111 0.019 0.32
H -0.1893 3.8650 1.9212 -0.056 -0.206 -0.003 0.31
H -1.8789 2.6851 0.7432 0.225 -0.289 -0.184 0.29
H -1.9970 1.7601 2.2237 0.145 -0.016 -0.135 0.26
H 2.0339 -3.2367 -1.3471 -0.026 0.114 0.049 0.31

***

| no. | HOMO energy (eV) |
| --- | --- |
| 1 | -4.37 |
| 2 | -4.93 |
| 3 | -10.32 |
| 4 | -10.31 |